Formula: C29H53O12PS7
Source: OMol25
Level of theory: wB97M-V/def2-TZVPD

CARTESIAN COORDINATES (ANGSTROEM)
1 S 2.51764 -0.83331 -3.98471
2 S -0.58532 -4.77333 -4.28104
3 S 8.34630 1.45546 1.91495
4 S 4.29587 -3.84036 -0.14411
5 S -2.97135 -7.42382 0.44433
6 S -8.82387 3.94596 6.55682
7 S -5.87323 4.64374 1.65830
8 P -1.17496 1.91127 -3.60918
9 O -8.94404 3.26815 5.23867
10 O 3.94332 -0.97614 -3.56052
11 O 0.09898 1.68517 -4.29328
12 O -1.48176 -3.58580 -4.29925
13 O -1.36468 0.80574 -2.46026
14 O 1.77731 2.45128 2.39299
15 O -4.69868 4.09167 2.39250
16 O 1.52506 3.69197 -2.64387
17 O 2.95397 -4.13909 0.43349
18 O 7.80425 0.38564 1.03538
19 O -2.44763 1.73093 -4.57097
20 O -3.16709 -8.24931 -0.77631
21 C 1.62362 2.46044 1.19848
22 C -7.11415 3.77277 7.08384
23 C -0.95262 -5.70260 -2.79190
24 C -7.31039 4.36054 2.68941
25 C -1.20784 -7.40537 0.79217
26 C -1.26888 -5.96905 -5.43464
27 C 4.28173 -2.12934 -0.67187
28 C -5.82425 6.42662 1.86964
29 C -2.17287 3.38352 -0.47575
30 C 3.67719 2.06602 -1.93781
31 C 1.83661 -2.48790 -4.11051
32 C 4.79700 1.40492 -1.44587
33 C 8.37679 2.96127 0.93685
34 C 2.64257 2.39153 -1.06678
35 C 10.12683 1.22660 1.97631
36 C 0.21303 3.10208 -0.77630
37 C -0.80146 2.86027 1.40621
38 C 2.52002 -0.48514 -5.74312
39 C -1.05815 3.35323 -1.31222
40 C -3.42410 -8.43935 1.85611
41 C -2.04719 3.15608 0.89043
42 C 1.45293 3.10771 -1.59507
43 C 2.71250 2.07963 0.28919
44 C 4.86908 1.08165 -0.09366
45 C -1.32788 3.53162 -2.80186
46 C 5.42272 -3.60945 1.23777
47 C 0.32163 2.81937 0.59571
48 C -9.51440 2.83359 7.78619
49 C 3.84175 1.42225 0.77533
50 H -6.73198 6.86349 1.45389
51 H -6.82001 2.72461 7.03211
52 H -0.82960 -8.42748 0.81451
53 H -0.71454 -6.84765 -0.00057
54 H -4.49718 -8.61226 1.81179
55 H -7.00949 4.15075 8.10077
56 H -0.63865 -5.10220 -1.93933
57 H 3.59875 -2.03609 -1.50903
58 H -1.03123 -6.91035 1.74679
59 H 8.88996 2.77372 -0.00644
60 H 5.00417 -2.87890 1.93007
61 H -9.33661 3.23963 8.78192
62 H 10.58034 2.06254 2.50880
63 H 3.89256 1.18904 1.82747
64 H -0.68743 2.66369 2.46144
65 H -2.89497 -9.39109 1.80716
66 H 5.54114 -4.56775 1.73965
67 H 0.83513 -2.42881 -4.53464
68 H 3.12243 -1.23164 -6.26261
69 H -7.12345 4.73488 3.69398
70 H 10.52224 1.15748 0.96291
71 H -1.17117 -5.55817 -6.43730
72 H 6.38789 -3.27037 0.86190
73 H 3.58629 2.32174 -2.97941
74 H -2.94001 3.19653 1.49805
75 H -7.49631 3.29054 2.73348
76 H -0.39373 -6.63844 -2.80477
77 H -2.09681 1.01474 -1.86329
78 H -2.02289 -5.90203 -2.72984
79 H -9.05706 1.84931 7.68634
80 H -5.73437 6.66569 2.92930
81 H -3.13982 3.59670 -0.90315
82 H -2.32074 -6.13874 -5.20524
83 H -6.49365 4.36098 6.41085
84 H -0.70722 -6.90032 -5.36364
85 H -2.45638 0.80104 -4.83917
86 H -2.33338 3.92837 -2.91504
87 H 2.48365 -3.10704 -4.73365
88 H -0.64146 4.22450 -3.26601
89 H -8.17501 4.86067 2.25354
90 H 3.94704 -1.49196 0.14817
91 H -4.95703 6.80469 1.33223
92 H 1.78213 -2.90853 -3.10741
93 H 5.27973 -1.83734 -0.99650
94 H 10.32538 0.30124 2.51257
95 H 2.94939 0.50392 -5.88549
96 H -10.58486 2.76206 7.60675
97 H 5.59504 1.15392 -2.12438
98 H 1.49406 -0.49146 -6.10885
99 H 5.74729 0.57298 0.28010
100 H 8.88088 3.74744 1.49892
101 H -3.17635 -7.91019 2.77618
102 H 7.34596 3.25248 0.74383


Formula: C20H24N
Source: OMol25
Level of theory: wB97M-V/def2-TZVPD

## Properties
SMILES: C[NH+](C)CCC=C1c2ccccc2CCc2ccccc21
Net charge: +1
Relative energy (zero: lowest compared OMol25 entry of this formula, charge and spin) in kcal per mole: 0.00

CARTESIAN COORDINATES (ANGSTROEM)
1 N 1.34247 -1.80296 2.16434
2 C 2.04192 -1.37660 3.38611
3 C 0.12909 -0.05375 -3.74103
4 C -2.97765 1.86303 1.81851
5 C -1.19088 2.63331 -2.02651
6 C -3.52637 2.76412 0.92060
7 C -0.01512 0.56923 -0.06612
8 C -0.22458 -2.16481 -2.65842
9 C 2.30227 -0.22690 0.52565
10 C -0.02838 -0.15870 -1.35102
11 C -0.03078 -1.42767 -3.81345
12 C -1.76082 2.28285 -0.67437
13 C 2.21025 -1.69806 0.96311
14 C 0.19438 2.08175 -2.37936
15 C 1.01393 0.51371 0.78801
16 C -2.91647 2.96635 -0.30047
17 C -1.83278 1.17912 1.46998
18 C -0.22363 -1.53008 -1.42801
19 C 0.12260 0.59208 -2.51549
20 C 0.75640 -3.13921 2.33072
21 C -1.21553 1.36878 0.23146
22 H -0.38320 -3.23100 -2.71478
23 H 0.10616 -3.16047 3.20361
24 H 2.45902 -0.38133 3.25320
25 H 1.75115 -2.27934 0.16227
26 H -1.15485 3.72388 -2.09496
27 H 1.35305 -1.35778 4.22868
28 H 0.59575 -1.09990 1.95857
29 H -4.42284 3.30746 1.17465
30 H 2.84989 -2.07183 3.60874
31 H 0.91163 2.36396 -1.60453
32 H 0.17147 -3.41013 1.45385
33 H -0.42605 -2.09820 -0.52873
34 H 3.11807 0.27605 1.04550
35 H 2.52840 -0.20765 -0.54121
36 H -1.41180 0.46123 2.16335
37 H -3.44047 1.69420 2.77845
38 H 0.98254 1.12771 1.67985
39 H 3.19192 -2.11817 1.18326
40 H 1.54847 -3.87474 2.46479
41 H -1.90200 2.29143 -2.78633
42 H 0.25349 0.52325 -4.64504
43 H -3.34106 3.67721 -0.99416
44 H -0.02444 -1.92096 -4.77270
45 H 0.51536 2.52954 -3.32058


The records above give, respectively, E_tot values of -140636.1044, -22613.5772 eV.
The records above give, respectively, frontier orbital gap values of 7.9, 9.0 eV.
The records above give, respectively, E_LUMO values of -0.013, -0.092 Ha.